Record 1
Here is a 10-piece molecular cluster, C37H68O23 overall at a distorted geometry from the OMol25 dataset. Energies are from ωB97M-V/def2-TZVPD.

Calculated values
E_HOMO (eV): -9.87
Gap between HOMO and LUMO (eV): 9.874
SMILES: CCOC(C)=O.CCOC(C)=O.CCOC(C)=O.CCOC(C)=O.CCOC(C)=O.CCOC(C)=O.CCOC(C)=O.O=C1OCCO1.O=C1OCCO1.O=C1OCCO1
E_tot (eV): -86560.7975

Geometry (Å):
C  -4.790  -29.148  26.828
C  -3.600  -28.951  25.927
O  -3.962  -28.880  24.601
C  -3.920  -29.922  23.832
C  -4.260  -29.572  22.398
O  -3.530  -31.025  24.124
H  -5.507  -28.328  26.861
H  -4.372  -29.282  27.825
H  -5.464  -29.978  26.614
H  -3.054  -28.043  26.186
H  -3.027  -29.858  26.121
H  -5.275  -29.868  22.134
H  -3.577  -30.254  21.892
H  -4.001  -28.542  22.156
C  1.713  -32.844  24.675
C  0.503  -32.127  24.152
O  0.392  -32.517  22.728
C  -0.120  -31.631  21.842
C  0.310  -31.780  20.409
O  -0.895  -30.708  22.124
H  2.024  -32.653  25.702
H  2.568  -32.565  24.059
H  1.293  -33.845  24.586
H  -0.399  -32.244  24.752
H  0.724  -31.059  24.145
H  0.735  -30.848  20.035
H  -0.483  -31.969  19.685
H  1.094  -32.531  20.311
C  -3.768  -32.514  19.735
C  -4.727  -33.732  19.710
O  -5.733  -33.795  20.743
C  -5.450  -34.414  21.958
C  -6.581  -34.145  22.901
O  -4.416  -35.050  22.203
H  -4.182  -31.539  19.988
H  -3.261  -32.583  18.772
H  -2.900  -32.827  20.316
H  -5.091  -33.652  18.686
H  -4.242  -34.708  19.730
H  -6.752  -33.078  23.043
H  -6.521  -34.682  23.848
H  -7.498  -34.552  22.475
C  -3.690  -31.838  14.668
C  -3.196  -30.472  15.117
O  -2.950  -30.489  16.527
C  -2.385  -29.432  17.136
C  -1.858  -29.788  18.479
O  -2.157  -28.351  16.677
H  -4.095  -31.716  13.663
H  -4.498  -32.044  15.370
H  -2.947  -32.615  14.847
H  -2.315  -30.241  14.518
H  -3.953  -29.694  15.018
H  -2.786  -30.001  19.011
H  -1.458  -28.894  18.957
H  -1.211  -30.661  18.402
C  1.265  -28.500  26.535
C  0.077  -27.607  27.092
O  -0.289  -27.875  28.453
C  0.581  -27.442  29.442
C  0.272  -28.026  30.739
O  1.667  -26.831  29.326
H  1.868  -28.701  27.420
H  1.931  -28.021  25.817
H  0.940  -29.429  26.067
H  0.325  -26.546  27.049
H  -0.817  -27.665  26.470
H  0.792  -28.981  30.818
H  -0.796  -28.097  30.942
H  0.714  -27.445  31.548
C  -6.272  -29.602  18.685
C  -6.835  -28.679  17.527
O  -7.647  -27.653  18.026
C  -9.002  -27.886  18.000
C  -9.842  -26.698  18.605
O  -9.533  -28.827  17.442
H  -5.593  -30.388  18.353
H  -6.993  -30.187  19.255
H  -5.753  -28.908  19.346
H  -6.033  -28.045  17.149
H  -7.293  -29.142  16.653
H  -10.699  -27.002  19.205
H  -10.209  -26.260  17.676
H  -9.231  -26.010  19.190
C  -4.321  -24.790  24.207
C  -2.878  -25.305  23.781
O  -2.687  -25.774  22.445
C  -1.607  -26.487  22.167
C  -1.605  -27.004  20.710
O  -0.686  -26.770  22.962
H  -4.590  -24.089  23.417
H  -4.257  -24.235  25.142
H  -5.110  -25.542  24.180
H  -2.224  -24.442  23.908
H  -2.510  -25.971  24.562
H  -0.627  -27.269  20.309
H  -1.990  -26.228  20.048
H  -2.139  -27.953  20.654
O  -6.303  -32.430  27.426
C  -6.930  -31.649  28.164
O  -8.214  -31.768  28.292
C  -8.700  -31.073  29.471
C  -7.353  -30.777  30.171
O  -6.327  -31.020  29.202
H  -9.079  -30.123  29.093
H  -9.460  -31.730  29.895
H  -7.144  -31.488  30.970
H  -7.383  -29.731  30.476
O  -10.964  -28.281  23.496
C  -9.913  -28.747  23.958
O  -9.838  -29.106  25.222
C  -8.531  -29.403  25.602
C  -7.822  -29.674  24.273
O  -8.750  -29.078  23.400
H  -7.869  -28.644  26.019
H  -8.532  -30.418  25.998
H  -7.663  -30.663  23.841
H  -6.917  -29.086  24.120
O  0.112  -30.725  29.144
C  -0.864  -31.289  28.657
O  -1.648  -31.971  29.465
C  -2.673  -32.428  28.673
C  -2.307  -32.194  27.168
O  -1.379  -31.225  27.391
H  -2.578  -33.490  28.898
H  -3.670  -32.051  28.903
H  -3.146  -31.865  26.555
H  -2.015  -33.106  26.647

Cartesian forces (eV/Å) of the 3 atoms listed first:
-0.86 0.57 0.71
-0.14 -1.19 1.71
-0.67 2.05 -0.44

---

Record 2
Here is a 3-piece molecular cluster, C37H69ClN4O11P5S overall at a distorted geometry from the OMol25 dataset. Energies are from ωB97M-V/def2-TZVPD.

Calculated values
Total charge: +1
E_HOMO (eV): -10.11
Gap between HOMO and LUMO (eV): 5.212
E_tot (eV): -137737.5540

Geometry (Å):
C  3.662  -4.146  2.725
C  2.333  -3.183  2.474
P  3.065  -1.363  2.429
C  2.533  -0.420  4.066
C  2.409  -0.422  0.882
C  3.657  -0.020  -0.159
C  5.247  -0.457  0.127
N  6.077  0.680  0.705
C  5.229  1.818  1.221
C  3.450  0.843  -1.554
C  4.665  1.302  -2.577
C  4.984  -0.009  -3.553
C  3.751  -1.085  -3.637
C  3.997  -2.236  -4.824
S  3.704  -1.564  -6.549
C  1.886  -1.284  -6.903
N  1.206  -1.306  -8.265
N  -0.188  -1.077  -8.280
C  -0.502  -0.867  -6.790
O  0.753  -1.016  -5.984
C  1.942  1.334  -1.962
C  0.724  0.898  -0.923
C  -0.775  1.404  -1.341
P  -1.064  2.450  -2.954
O  -0.058  3.865  -2.804
O  -0.462  1.445  -4.266
N  -1.942  1.052  -0.452
P  -3.550  1.662  -1.050
O  -4.643  0.288  -1.323
Cl  -4.412  3.003  0.414
C  -1.807  0.212  0.838
P  -3.416  -0.136  1.725
C  -4.404  -1.628  1.262
C  -6.039  -1.272  1.289
C  -3.935  0.941  3.132
C  -2.888  2.166  3.533
C  -0.329  -0.372  1.371
P  -0.464  -1.402  2.939
C  -1.579  -2.964  2.590
O  -1.320  -0.554  4.247
C  0.941  0.023  0.461
H  3.386  -5.258  2.971
H  4.395  -3.728  3.542
H  4.265  -4.152  1.709
H  1.756  -3.443  1.489
H  1.676  -3.288  3.455
H  3.438  0.148  4.554
H  1.722  0.359  3.736
H  2.020  -1.170  4.827
H  5.723  -0.678  -0.946
H  5.351  -1.465  0.712
H  6.787  0.348  1.392
H  4.748  2.492  0.361
H  4.434  1.507  2.041
H  5.977  2.557  1.787
H  4.348  2.174  -3.303
H  5.667  1.530  -1.986
H  5.255  0.325  -4.662
H  5.923  -0.608  -3.128
H  2.751  -0.531  -3.932
H  3.597  -1.722  -2.640
H  5.088  -2.685  -4.782
H  3.241  -3.132  -4.602
H  -1.584  -0.635  -6.402
H  1.787  1.977  -2.931
H  -0.568  4.617  -2.351
H  -0.042  2.015  -4.978
H  -4.263  -0.274  -2.089
H  -4.252  -2.616  1.873
H  -4.189  -1.917  0.124
H  -6.170  -0.119  1.475
H  -6.512  -1.482  0.214
H  -6.591  -1.942  2.073
H  -4.176  0.272  4.090
H  -4.965  1.483  2.878
H  -3.466  3.189  3.462
H  -2.535  1.925  4.647
H  -1.990  2.226  2.784
H  -1.886  -2.976  1.444
H  -2.539  -2.965  3.298
H  -0.928  -3.935  2.762
H  -2.034  -1.210  4.525
C  -0.162  -4.143  7.155
O  -0.797  -5.350  6.756
C  -1.140  -5.413  5.378
C  -0.377  -6.470  4.554
O  1.050  -6.484  4.574
C  1.706  -6.610  5.830
C  1.434  -7.841  6.715
O  0.077  -8.012  7.106
C  -0.580  -9.143  6.543
H  -0.835  -3.571  7.792
H  0.716  -4.399  7.765
H  0.174  -3.534  6.312
H  -1.064  -4.430  4.894
H  -2.197  -5.698  5.343
H  -0.649  -6.311  3.510
H  -0.732  -7.472  4.763
H  1.589  -5.691  6.386
H  2.779  -6.638  5.591
H  1.992  -7.682  7.646
H  1.841  -8.748  6.255
H  0.005  -9.621  5.748
H  -1.535  -8.823  6.135
H  -0.786  -9.865  7.336
C  -2.862  10.208  -4.233
O  -3.497  9.002  -4.632
C  -3.840  8.939  -6.011
C  -3.077  7.882  -6.835
O  -1.650  7.868  -6.815
C  -0.994  7.742  -5.559
C  -1.266  6.511  -4.674
O  -2.623  6.339  -4.282
C  -3.280  5.209  -4.845
H  -3.535  10.780  -3.596
H  -1.984  9.953  -3.624
H  -2.526  10.818  -5.077
H  -3.764  9.922  -6.494
H  -4.897  8.654  -6.046
H  -3.349  8.040  -7.879
H  -3.432  6.879  -6.625
H  -1.111  8.661  -5.002
H  0.079  7.714  -5.798
H  -0.708  6.670  -3.743
H  -0.859  5.603  -5.133
H  -2.695  4.730  -5.641
H  -4.235  5.528  -5.254
H  -3.486  4.486  -4.053

Cartesian forces (eV/Å) of the 3 atoms listed first:
0.28 0.02 -1.22
0.40 -0.50 1.45
0.08 -0.15 0.24